ORCA calculation (ωB97M-V/def2-TZVPD) on a molecular structure, C28H29NOS4SiTaTe.

```
! RIJCOSX wB97M-V def2-TZVPD def2/J DEFGRID3
* xyz 1 1
Ta -0.1851 0.0462 0.4101
S -0.3255 0.4136 -1.9586
C -0.0187 2.1275 -2.3075
C -0.4425 2.6010 -3.5460
C -0.2924 3.9384 -3.8727
C 0.2732 4.8267 -2.9687
C 0.6953 4.3653 -1.7340
C 0.5581 3.0216 -1.4068
S 1.1877 2.4643 0.1539
C 2.9766 2.4172 -0.2251
C 3.6365 1.1127 0.1009
C 4.8710 1.0850 0.7382
C 5.4760 -0.1410 0.9485
C 4.8392 -1.2889 0.5035
C 3.6071 -1.1586 -0.1169
C 2.8658 -2.3436 -0.6566
S 1.1461 -2.3951 -0.1050
C 1.3377 -2.9000 1.5829
C 1.5138 -4.2546 1.8519
C 1.6254 -4.7012 3.1561
C 1.5428 -3.7880 4.1997
C 1.3658 -2.4402 3.9409
C 1.2711 -1.9783 2.6287
S 1.1464 -0.2186 2.4069
N 3.0083 0.0156 -0.2966
H -0.8961 1.9177 -4.2513
H -0.6257 4.2886 -4.8405
H 0.3760 5.8735 -3.2193
H 1.1261 5.0463 -1.0105
H 3.4290 3.2305 0.3386
H 3.0783 2.6329 -1.2887
H 5.3402 2.0034 1.0631
H 6.4319 -0.2023 1.4512
H 5.2834 -2.2653 0.6401
H 3.3346 -3.2842 -0.3717
H 2.8220 -2.2958 -1.7460
H 1.5433 -4.9599 1.0305
H 1.7599 -5.7545 3.3591
H 1.6124 -4.1280 5.2242
H 1.3025 -1.7333 4.7571
Te -1.7465 1.6927 1.9119
C -2.6796 2.6001 0.2260
C -3.6911 1.9558 -0.4767
C -4.3221 2.5967 -1.5328
C -3.9548 3.8864 -1.8853
C -2.9594 4.5397 -1.1747
C -2.3232 3.9006 -0.1205
H -3.9944 0.9591 -0.1943
H -5.1108 2.0896 -2.0735
H -4.4542 4.3872 -2.7043
H -2.6807 5.5525 -1.4353
H -1.5567 4.4196 0.4402
C -2.3196 -3.5544 -1.2463
Si -2.5970 -2.5697 0.3055
C -2.2949 -3.5332 1.8678
C -4.2377 -1.7002 0.3240
O -1.3923 -1.3345 0.3264
H -3.1217 -4.2861 -1.3662
H -1.3750 -4.0992 -1.2123
H -2.3178 -2.9167 -2.1320
H -3.1119 -4.2352 2.0473
H -2.2394 -2.8619 2.7275
H -1.3672 -4.1065 1.8241
H -5.0515 -2.4274 0.2900
H -4.3438 -1.0399 -0.5363
H -4.3541 -1.1116 1.2365
*
```

* orbital gap: 6.49 eV
* highest occupied orbital energy: -0.3895 Ha
* lowest unoccupied orbital energy: -4.107 eV
* energy: -3421.6529 a.u.
* molecular weight: 860.4 g mol⁻¹
* relative energy (zero: lowest compared OMol25 entry of this formula, charge and spin): 1.181 eV

***

ORCA calculation (ωB97M-V/def2-TZVPD) on 2 unconnected molecules or ions with the total composition H2N2O4S in a non-equilibrium geometry.

```
! RIJCOSX wB97M-V def2-TZVPD def2/J DEFGRID3
* xyz 0 1
N -2.4241 -0.1709 -0.9210
N -1.7393 -0.7844 -0.2926
O -3.0509 0.5342 -1.5692
O 1.0249 -0.7509 -0.5007
O 1.9823 0.8755 1.2366
O 0.0021 1.4066 -0.2906
S 0.4747 0.3449 0.5680
H 1.3106 -1.6367 -0.1519
H 2.4196 0.1816 1.9214
*
```

* orbital gap: 10.46 eV
* highest occupied orbital energy: -0.3797 Ha
* lowest unoccupied orbital energy: 0.131 eV
* energy: -809.7600 a.u.
* molecular weight: 126.1 g mol⁻¹
* relative energy (zero: lowest compared OMol25 entry of this formula, charge and spin): 0.498 eV

***

ORCA calculation (ωB97M-V/def2-TZVPD) on C5H8O2 in the gas phase in a non-equilibrium geometry.

```
! RIJCOSX wB97M-V def2-TZVPD def2/J DEFGRID3
* xyz 0 1
O -2.4749 -2.2422 -2.4151
C -1.4913 -1.5805 -2.2059
C -1.0973 -0.8972 -0.8281
C 0.1267 -0.3892 -0.6125
C 0.7335 -0.1152 0.7239
C 0.9390 1.3844 0.9605
O 1.3851 1.6653 2.2693
H -1.3730 -0.4531 -2.6181
H -1.7934 -1.0866 -0.0061
H 0.7394 -0.1372 -1.4872
H 0.1046 -0.5353 1.5227
H 1.7202 -0.6042 0.7740
H 1.7128 1.7677 0.2802
H 0.0043 1.9270 0.7388
H 0.7642 1.2964 2.9038
*
```

* orbital gap: 8.52 eV
* highest occupied orbital energy: -0.3298 Ha
* lowest unoccupied orbital energy: -0.449 eV
* energy: -345.6715 a.u.
* molecular weight: 100.1 g mol⁻¹
* SMILES: O=C/C=C/CCO
* relative energy (zero: lowest compared OMol25 entry of this formula, charge and spin): 3.632 eV